Entry 1:
Density functional theory data (the ωB97M-V functional and the def2-TZVPD basis) for 7 unconnected molecules or ions with the total composition C2H18O6 in a non-equilibrium geometry.

Element x y z (Å)
C1 -0.965 4.795 -4.141
C2 -0.837 3.825 -2.982
H1 -0.330 4.580 -4.996
H2 -0.652 5.808 -3.849
H3 -2.002 4.972 -4.448
H4 -0.889 2.797 -3.319
H5 0.033 4.070 -2.363
H6 -1.609 3.978 -2.213
O1 1.465 1.152 2.054
H7 2.243 0.747 1.642
H8 1.663 1.062 2.994
O2 0.770 -3.062 2.578
H9 1.284 -3.883 2.663
H10 1.208 -2.680 1.794
O3 -2.587 -3.132 0.835
H11 -1.634 -3.119 1.005
H12 -2.639 -2.444 0.160
O4 1.454 -4.856 4.750
H13 1.726 -4.323 5.505
H14 0.595 -5.182 5.042
O5 -0.980 -0.623 -0.840
H15 -0.818 -0.385 0.086
H16 -1.791 -0.122 -1.028
O6 1.730 -1.585 -0.070
H17 1.068 -0.904 -0.212
H18 2.493 -1.487 -0.648

Results
LUMO energy = 0.30 eV
Orbital gap = 11.2 eV
SMILES = CC.O.O.O.O.O.O
Max |F| = 1.39 eV Å⁻¹

***

Entry 2:
Density functional theory data (the ωB97M-V functional and the def2-TZVPD basis) for a molecular structure, C2H20AgN4O8 in a non-equilibrium geometry.

Element x y z (Å)
Ag1 -0.447 -0.812 -0.129
O1 0.480 -2.847 -0.609
H1 1.183 -3.073 0.000
H2 0.587 -3.458 -1.337
O2 -2.714 -0.926 0.337
H3 -3.352 -1.568 0.647
H4 -3.185 -0.092 0.355
O3 1.187 -0.138 -1.556
H5 1.125 0.490 -2.275
H6 2.121 -0.336 -1.491
O4 -0.869 -2.625 1.916
H7 -0.919 -3.581 1.882
H8 -0.429 -2.438 2.746
O5 -1.607 -1.322 -2.229
H9 -1.316 -1.288 -3.140
H10 -2.561 -1.372 -2.283
O6 -0.717 0.790 1.500
H11 -1.116 1.092 2.316
H12 -0.083 1.472 1.277
C1 -1.110 2.719 -1.835
O7 -1.246 1.549 -1.483
N1 -0.824 3.730 -1.009
N2 -1.408 3.213 -3.021
H13 -1.095 4.601 -1.442
H14 -0.683 3.568 -0.022
H15 -1.368 4.182 -3.302
H16 -1.822 2.525 -3.634
C2 2.450 -0.654 1.880
O8 1.756 -1.031 0.925
N3 3.206 -1.420 2.513
N4 2.667 0.579 2.183
H17 3.305 -2.404 2.307
H18 3.320 -1.222 3.496
H19 3.239 0.855 2.968
H20 2.246 1.243 1.549

Results
LUMO energy (alpha / beta) = -5.73 / -10.48 eV
⟨S²⟩ = 0.751
Net charge = +2
Multiplicity = 2
Orbital gap (alpha / beta) = 10.1 / 5.4 eV
Max |F| = 8.27 eV Å⁻¹

***

Entry 3:
Density functional theory data (the ωB97M-V functional and the def2-TZVPD basis) for 9 unconnected molecules or ions with the total composition C2H20O10 in a non-equilibrium geometry.

Element x y z (Å)
O1 -0.037 -0.539 -0.456
H1 -0.191 -1.432 -0.139
H2 0.894 -0.361 -0.608
H3 -0.301 0.129 0.182
C1 -0.454 3.150 2.194
C2 -0.759 2.161 1.081
O2 -1.108 1.041 1.352
O3 -0.761 2.574 -0.089
H4 0.579 3.498 2.193
H5 -0.891 2.817 3.135
H6 -1.005 4.028 1.856
O4 -0.287 -3.019 0.404
H7 -1.140 -3.197 0.800
H8 0.343 -3.179 1.106
O5 2.364 0.289 -0.252
H9 2.825 -0.298 0.347
H10 3.040 0.888 -0.569
O6 2.234 -0.935 -2.996
H11 3.162 -0.702 -3.031
H12 2.226 -1.842 -2.690
O7 -0.600 -0.822 3.447
H13 -0.805 -0.146 2.801
H14 -0.655 -0.373 4.291
O8 1.014 -3.190 -1.949
H15 1.217 -4.027 -2.366
H16 0.469 -3.423 -1.197
O9 -3.441 0.754 -0.462
H17 -3.506 -0.198 -0.385
H18 -2.590 0.968 -0.079
O10 -0.760 1.436 -2.696
H19 -0.875 2.008 -1.936
H20 -0.202 1.937 -3.291

Results
LUMO energy (alpha / beta) = -3.13 / -8.18 eV
⟨S²⟩ = 0.754
Net charge = +1
Multiplicity = 2
Orbital gap (alpha / beta) = 10.7 / 5.6 eV
Max |F| = 4.32 eV Å⁻¹

***

Entry 4:
Density functional theory data (the ωB97M-V functional and the def2-TZVPD basis) for 8 unconnected molecules or ions with the total composition C2H20O8 in a non-equilibrium geometry.

Element x y z (Å)
C1 -2.214 0.889 -0.340
C2 -2.634 2.187 0.359
O1 -3.436 3.001 -0.521
H1 -1.775 1.053 -1.324
H2 -3.121 0.285 -0.371
H3 -1.485 0.357 0.271
H4 -1.755 2.756 0.662
H5 -3.288 1.830 1.154
H6 -4.071 3.443 0.047
O2 0.777 0.428 2.370
H7 0.442 -0.298 2.896
H8 0.627 0.156 1.464
O3 -0.769 -1.772 -1.908
H9 -0.241 -2.122 -2.625
H10 -1.348 -1.134 -2.326
O4 0.827 -0.519 -0.352
H11 1.447 -1.067 0.130
H12 0.240 -1.141 -0.781
O5 4.749 0.176 -0.520
H13 5.491 0.206 0.083
H14 4.047 -0.237 -0.017
O6 3.207 -1.419 1.138
H15 3.424 -2.299 0.830
H16 3.354 -1.452 2.083
O7 0.976 1.888 -1.633
H17 0.329 2.542 -1.366
H18 0.820 1.145 -1.049
O8 -1.926 -2.986 0.598
H19 -1.451 -2.741 -0.196
H20 -1.241 -3.155 1.245

Results
LUMO energy = -0.21 eV
Orbital gap = 10.1 eV
SMILES = CCO.O.O.O.O.O.O.O
Max |F| = 1.13 eV Å⁻¹

***

Entry 5:
Density functional theory data (the ωB97M-V functional and the def2-TZVPD basis) for 8 unconnected molecules or ions with the total composition C2H20O9 in a non-equilibrium geometry.

Element x y z (Å)
O1 0.601 1.593 1.520
C1 -0.210 2.720 1.153
C2 -0.974 2.481 -0.168
O2 -1.888 1.360 0.078
H1 0.112 1.095 2.190
H2 -0.927 2.934 1.948
H3 0.408 3.622 1.019
H4 -0.325 2.237 -1.014
H5 -1.576 3.318 -0.428
H6 -1.656 0.619 -0.491
O3 1.855 0.426 -3.322
H7 2.144 0.105 -2.488
H8 2.001 1.370 -3.254
O4 1.817 -0.016 -0.585
H9 1.386 0.733 -0.089
H10 1.944 -0.776 0.031
O5 -1.118 -2.157 0.791
H11 -1.731 -1.959 0.049
H12 -1.407 -1.555 1.534
O6 -1.466 -0.069 2.641
H13 -2.103 0.556 2.266
H14 -1.551 -0.096 3.612
O7 -0.801 -0.735 -1.612
H15 0.147 -0.498 -1.392
H16 -0.857 -0.828 -2.574
O8 1.298 -2.176 1.676
H17 0.364 -2.416 1.608
H18 1.760 -2.944 1.226
O9 0.872 -3.375 -1.912
H19 1.021 -2.948 -2.750
H20 0.861 -2.620 -1.263

Results
LUMO energy = 0.19 eV
Orbital gap = 10.6 eV
SMILES = OCCO.O.O.O.O.O.O.O
Max |F| = 2.55 eV Å⁻¹

***

Entry 6:
Density functional theory data (the ωB97M-V functional and the def2-TZVPD basis) for 9 unconnected molecules or ions with the total composition C2H23N2O8 in a non-equilibrium geometry.

Element x y z (Å)
C1 -0.041 0.283 1.893
C2 -0.491 0.610 0.670
N1 -1.667 -0.022 0.081
N2 1.157 0.640 2.390
H1 -0.655 -0.526 2.301
H2 -0.054 1.382 0.046
H3 -2.354 0.651 -0.289
H4 -1.433 -0.533 -0.778
H5 -1.952 -0.755 0.766
H6 1.758 1.247 1.857
H7 1.551 0.156 3.171
H8 2.286 2.197 -1.445
H9 1.893 3.636 -1.205
O1 1.988 2.804 -0.723
H10 0.808 -4.576 -0.599
H11 0.887 -3.224 -1.382
O2 0.355 -3.743 -0.763
H12 3.246 -2.789 -2.565
H13 2.412 -1.809 -3.225
O3 2.540 -2.168 -2.334
H14 1.620 4.255 2.085
H15 2.293 3.404 0.997
O4 2.289 3.569 1.964
H16 -2.160 -3.601 0.388
H17 -0.859 -2.834 -0.050
O5 -1.771 -2.715 0.313
H18 3.238 2.357 -3.495
H19 3.522 1.067 -2.521
O6 2.889 1.651 -2.953
H20 -4.777 1.757 -0.652
H21 -4.879 0.666 -1.602
O7 -4.345 0.908 -0.833
H22 -2.592 -1.360 3.412
H23 -3.716 -1.599 2.471
O8 -2.982 -0.985 2.610

Results
LUMO energy = -2.38 eV
Net charge = +1
Orbital gap = 8.7 eV
Max |F| = 2.32 eV Å⁻¹

***

Question: max |F| of number 4 (C2H20O8)?
Answer: 1.13 eV Å⁻¹

***

Question: Number 1 is which compound?
Answer: C2H18O6

***

Copy entry 5 word for word.
Density functional theory data (the ωB97M-V functional and the def2-TZVPD basis) for 8 unconnected molecules or ions with the total composition C2H20O9 in a non-equilibrium geometry.

Element x y z (Å)
O1 0.601 1.593 1.520
C1 -0.210 2.720 1.153
C2 -0.974 2.481 -0.168
O2 -1.888 1.360 0.078
H1 0.112 1.095 2.190
H2 -0.927 2.934 1.948
H3 0.408 3.622 1.019
H4 -0.325 2.237 -1.014
H5 -1.576 3.318 -0.428
H6 -1.656 0.619 -0.491
O3 1.855 0.426 -3.322
H7 2.144 0.105 -2.488
H8 2.001 1.370 -3.254
O4 1.817 -0.016 -0.585
H9 1.386 0.733 -0.089
H10 1.944 -0.776 0.031
O5 -1.118 -2.157 0.791
H11 -1.731 -1.959 0.049
H12 -1.407 -1.555 1.534
O6 -1.466 -0.069 2.641
H13 -2.103 0.556 2.266
H14 -1.551 -0.096 3.612
O7 -0.801 -0.735 -1.612
H15 0.147 -0.498 -1.392
H16 -0.857 -0.828 -2.574
O8 1.298 -2.176 1.676
H17 0.364 -2.416 1.608
H18 1.760 -2.944 1.226
O9 0.872 -3.375 -1.912
H19 1.021 -2.948 -2.750
H20 0.861 -2.620 -1.263

Results
LUMO energy = 0.19 eV
Orbital gap = 10.6 eV
SMILES = OCCO.O.O.O.O.O.O.O
Max |F| = 2.55 eV Å⁻¹